(1)
The following is a quantum chemistry calculation of an isolated molecule of C3H5N3, from OMol25.

```
11
Properties=species:S:1:pos:R:3:forces:R:3
N -1.70616 -0.09868 0.15133 -0.0265 -0.1099 -0.1267
C -0.31168 -0.15244 0.03887 0.1433 -0.1857 0.0080
C 0.47095 -1.22461 0.15136 -0.0725 0.0705 -0.0015
C 2.68015 1.11064 -0.33137 -1.0409 0.3089 0.0780
N 1.51826 1.26800 -0.22450 1.0948 -0.1395 -0.0981
N 0.18083 1.16231 -0.20255 -0.0436 -0.0661 0.0862
H -2.11034 -1.01218 0.31124 0.0461 0.1259 0.0083
H -2.14484 0.34636 -0.64769 0.0426 -0.0277 0.0871
H 0.04465 -2.21784 0.21772 -0.0351 0.1475 0.0209
H 1.54921 -1.12983 0.17765 -0.1881 -0.0307 -0.0137
H -0.24056 1.86579 0.39593 0.0799 -0.0932 -0.0485
```
Positions in Å, forces in eV/Å.

Summary:
Multiplicity: 1
Calculated total energy (hartree): -281.4840

For reference, the Löwdin charges in units of e are: N 0.08; C -0.46; C 0.04; C 0.03; N -0.13; N 0.02; H 0.09; H 0.09; H 0.05; H 0.03; H 0.15


(2)
The following is a quantum chemistry calculation of a cluster of 2 separate species, C10H15NO2 in total, from OMol25.

```
28
Properties=species:S:1:pos:R:3:forces:R:3
C 0.51262 0.26571 -2.58926 -3.1589 1.4263 -2.3555
C -0.09915 -0.71458 -1.63386 4.0984 -0.6791 -0.3537
C 0.86879 -1.75273 -1.32067 -3.6480 1.1917 0.6765
C 0.52587 -2.79959 -0.52509 -1.0155 -0.3344 0.4175
C -0.88234 -2.88232 -0.14013 3.0827 1.3786 -0.9712
O -1.28690 -3.95094 0.52354 -1.7951 -0.8576 0.9972
C -1.77067 -1.83205 -0.42083 0.9239 -3.4041 1.3253
C -1.33620 -0.74399 -1.11161 -1.6357 1.0725 -0.6001
H 0.71719 1.28974 -2.30788 0.3693 0.0975 0.9624
H -0.28787 0.51841 -3.42674 1.5403 -0.8376 1.1777
H 1.37867 -0.15049 -3.06767 0.3023 -0.0582 -0.2560
H 1.80505 -1.64854 -1.72846 2.1433 0.1035 -0.7104
H 1.35785 -3.50070 -0.24840 -1.3809 0.2569 -0.0704
H -0.64418 -4.64992 0.54862 0.5556 -0.2171 -0.1010
H -2.75888 -2.11745 -0.11978 -0.6755 0.7814 0.0704
H -2.08980 0.01158 -1.32763 0.3118 0.1538 -0.1478
C 1.01309 1.02733 2.39029 0.3767 -3.7138 0.0473
C 0.03494 1.96890 1.91840 -5.3826 2.3715 -2.4588
C 0.60273 3.12151 1.02768 1.4439 0.9034 2.8931
N 0.06126 3.43302 -0.17595 -2.3739 -3.9417 -0.3262
O 1.49879 3.79723 1.58782 -1.6603 -1.0400 -1.8890
H 0.84481 0.82116 3.48090 0.3260 -0.2938 -1.1256
H 2.00840 1.41682 2.25654 0.4171 0.0062 0.0643
H 0.86085 0.05990 1.70901 0.7984 1.6715 1.8445
H -0.95070 1.47443 1.35089 2.6025 0.9091 1.2848
H -0.49888 2.54271 2.75114 0.9205 -0.5621 -0.9797
H 0.05907 4.32950 -0.51444 0.6119 2.5110 -0.7138
H -0.74363 2.85226 -0.58487 1.9017 1.1047 1.2983
```
Positions in Å, forces in eV/Å.

Summary:
Multiplicity: 1
SMILES string: Cc1ccc(O)cc1.CCC(N)=O
Calculated total energy (hartree): -595.2259

For reference, the Löwdin charges in units of e are: C -0.07; C -0.28; C -0.05; C -0.01; C -0.32; O 0.07; C -0.02; C -0.09; H 0.05; H 0.12; H 0.06; H 0.08; H 0.13; H 0.10; H 0.12; H 0.12; C -0.14; C -0.25; C -0.51; N 0.16; O 0.00; H 0.09; H 0.07; H 0.12; H 0.14; H 0.13; H 0.06; H 0.14


(3)
The following is a quantum chemistry calculation of a structure of composition C20H44NOP3ScSe, from OMol25.

```
71
Properties=species:S:1:pos:R:3:forces:R:3
Sc -0.92546 0.60391 -0.18937 0.0779 -0.3355 1.8541
P -0.23399 -0.17574 2.55497 0.4545 -0.1693 0.5606
P 0.99762 2.11791 0.52426 2.4651 2.2651 0.0921
P -1.09065 -1.97371 -0.07038 -0.5098 -3.5504 -0.3988
H 1.26772 1.38447 -5.99478 -0.2026 -0.4607 0.8064
C 0.40446 0.72968 -5.81290 -0.7980 -0.4251 -0.4463
C -0.42388 0.70484 -4.76170 0.3517 0.0948 -0.3529
H -0.12020 1.19288 -3.85002 -0.0539 0.7198 0.3306
C 1.32096 -1.00792 3.06974 0.0100 -0.0140 -0.5201
C -0.15033 1.18668 3.79335 -0.3106 0.0086 -0.4613
C -1.42416 -1.27261 3.43116 -0.1975 0.2550 -0.3773
C 1.72265 2.85914 -0.99573 -0.3958 -0.3558 -0.4919
C 0.56516 3.71278 1.34110 -0.8485 -0.2343 0.0998
C 2.62655 1.92069 1.36260 0.1213 -0.9075 0.2566
C -1.08816 -2.64506 -1.78371 0.1091 0.5841 -0.4065
C -2.66868 -2.76381 0.48453 -0.6816 0.8018 0.1340
C -0.05491 -3.32975 0.64894 1.0016 0.3145 0.4708
H 0.18546 0.07167 -6.65845 -0.2079 0.4877 0.0101
H -1.43422 0.27002 -4.74421 0.7859 -0.3275 -0.2460
H 1.24891 -1.07400 4.16514 0.2124 -0.0790 -0.3052
H 2.19594 -0.41243 2.77499 -0.2308 -0.3488 0.1673
H 1.39182 -2.01419 2.63736 0.1012 0.3175 0.1669
H -0.13805 0.64634 4.74962 0.0721 0.5193 -0.1090
H -1.05025 1.81398 3.72684 0.3298 -0.0105 0.2180
H 0.76562 1.78314 3.67609 -0.4152 -0.1593 0.1359
H -1.28245 -1.04083 4.49499 -0.2453 -0.3083 -0.2345
H -1.18619 -2.32941 3.24782 -0.2079 0.3711 0.0833
H -2.45493 -1.04089 3.12437 0.2697 -0.2576 0.2754
H 2.30265 3.73329 -0.68095 -0.1267 -0.1592 -0.1503
H 0.93658 3.17669 -1.68881 0.2191 0.0863 -0.0863
H 2.38994 2.14511 -1.49285 -0.1615 0.1298 0.0334
H 1.45297 4.35317 1.26153 -0.3545 -0.1312 0.0141
H 0.30819 3.57527 2.39322 0.0813 0.0406 -0.0820
H -0.28707 4.18360 0.84234 0.1816 0.1423 0.0006
H 3.12451 2.89593 1.32823 -0.2108 -0.1457 -0.1490
H 3.24534 1.17328 0.85056 -0.2270 0.2145 0.1050
H 2.54887 1.63661 2.41052 -0.0593 0.0143 -0.0180
H -1.34349 -3.71246 -1.73001 0.0604 0.3799 -0.0489
H -0.10083 -2.53305 -2.24817 -0.1576 -0.0031 0.0238
H -1.83061 -2.12234 -2.39708 0.0949 -0.1837 -0.0744
H -2.83144 -3.67880 -0.09766 0.1919 0.2427 0.1174
H -3.51759 -2.10062 0.31113 -0.1310 -0.0976 -0.0493
H -2.66881 -3.01733 1.54746 0.1728 0.0991 -0.1668
H -0.33395 -4.28297 0.18452 -0.2301 0.3773 -0.0671
H -0.17491 -3.45228 1.72532 -0.1986 0.1609 -0.0511
H 1.01416 -3.20019 0.48266 -0.0706 0.1196 -0.1522
C 3.75618 -1.54381 -2.17983 -0.7057 -0.6471 -1.7731
C 3.00688 -0.75070 -3.08969 0.5595 -0.5706 0.3774
C 3.13744 -0.98695 -4.46278 0.1880 -0.1040 0.0440
C 4.00198 -1.97376 -4.95557 -0.1719 -0.2227 0.7655
C 4.61459 -2.85338 -4.04728 -0.1672 0.1852 0.0506
C 4.45352 -2.65965 -2.67746 0.1121 0.4468 0.2330
Se 3.67816 -1.35736 -0.30271 -1.2150 -0.8220 0.6411
H 2.81511 -2.61961 -0.10838 0.8586 1.1006 -0.0496
H 2.30796 0.00589 -2.71309 0.3475 -0.1371 -0.1769
H 2.54299 -0.43019 -5.18521 0.2356 0.0367 0.3352
H 4.11621 -2.06797 -6.03009 0.0667 -0.1795 0.1617
H 5.21474 -3.72117 -4.32406 -0.2159 0.3796 -0.3838
H 4.87953 -3.39329 -1.98318 0.0182 0.4640 -0.2643
C -4.82698 0.86894 1.73743 -0.4053 -0.3130 -0.3712
N -4.24999 2.22674 1.83965 2.2527 -0.3394 0.2149
C -4.85202 3.24458 2.72923 0.1639 0.5033 0.2773
C -3.00312 2.40413 1.43906 -1.7142 0.2009 0.0055
O -2.39560 1.49222 0.76095 0.4552 0.0478 -0.3426
H -5.83938 0.88743 2.15565 0.3258 0.0363 -0.1434
H -4.22498 0.12173 2.29857 -0.2768 0.6213 -0.3307
H -4.89365 0.56879 0.67276 0.0452 0.1869 0.6202
H -4.28848 3.26625 3.68610 -0.5508 -0.0592 -0.4995
H -4.75914 4.23163 2.23857 -0.2918 -0.5142 0.3163
H -5.90265 2.97891 2.90672 0.4366 0.2650 -0.1072
H -2.49015 3.36984 1.64610 -0.4818 -0.6482 -0.1111
```
Positions in Å, forces in eV/Å.

Summary:
Multiplicity: 1
Calculated total energy (hartree): -5103.6836
Net charge: +3

For reference, the Löwdin charges in units of e are: Sc 0.83; P 0.76; P 0.75; P 0.76; H 0.08; C -0.06; C -0.09; H 0.00; C -0.22; C -0.24; C -0.23; C -0.24; C -0.23; C -0.24; C -0.25; C -0.23; C -0.23; H 0.07; H 0.06; H 0.08; H 0.03; H 0.04; H 0.06; H 0.05; H 0.04; H 0.07; H 0.05; H 0.03; H 0.07; H 0.06; H 0.05; H 0.07; H 0.04; H 0.05; H 0.08; H -0.01; H 0.03; H 0.07; H 0.06; H 0.06; H 0.07; H 0.04; H 0.05; H 0.08; H 0.04; H 0.00; C -0.63; C -0.13; C -0.08; C -0.04; C -0.05; C -0.13; Se 0.89; H -0.11; H 0.06; H 0.07; H 0.12; H 0.12; H 0.11; C 0.02; N -0.11; C 0.03; C -0.19; O -0.22; H 0.11; H 0.10; H 0.11; H 0.12; H 0.12; H 0.11; H 0.17


Values for E_HOMO, eV, ordered as above
-8.899 -8.216 -15.612
Values for HOMO-LUMO gap, eV, ordered as above
9.7 8.9 5.3
Values for relative energy (zero: lowest compared OMol25 entry of this formula, charge and spin), kJ/mol, ordered as above
278.5 209.5 113.2